Computed, not measured: C27H40N3O2P3Sn as an isolated structure, with ωB97M-V/def2-TZVPD.

The value obtained for the LUMO energy is -13.83 eV. The charge is +4. The gap between HOMO and LUMO is 4.04 eV. The calculation puts the HOMO energy at -17.8626 eV.

Geometry as XYZ:
```
76
Properties=species:S:1:pos:R:3:forces:R:3
P -1.6236 1.5711 2.4075 -0.26 0.62 1.16
C -2.8432 0.6101 3.3456 -0.10 -0.26 0.05
H -3.4153 1.2861 3.9954 0.10 -0.26 -0.11
H -2.3329 -0.1423 3.9590 -0.16 0.18 -0.05
H -3.5242 0.0984 2.6564 -0.01 0.09 0.19
C -0.5446 2.2035 3.7372 0.30 -0.18 0.24
H 0.0703 3.0451 3.3911 -0.18 -0.14 0.14
H 0.1208 1.4002 4.0823 -0.12 0.25 0.09
H -1.1695 2.5398 4.5778 0.27 -0.03 -0.18
C -2.5678 3.0791 2.0185 0.03 -0.11 -0.31
H -2.9952 3.4791 2.9446 0.04 0.03 -0.21
H -3.3724 2.8368 1.3202 -0.04 0.17 0.06
H -1.9131 3.8300 1.5627 -0.23 0.02 0.08
P -1.0704 0.4338 -2.8616 0.51 0.47 -1.28
C -2.3382 -0.7716 -3.3527 -0.17 -0.48 0.70
H -2.6648 -0.5909 -4.3846 0.21 0.11 0.19
H -3.2048 -0.6998 -2.6904 0.03 -0.06 -0.12
H -1.9208 -1.7831 -3.2811 -0.13 0.16 -0.06
C -1.8333 2.0078 -3.3868 -0.14 0.17 0.49
H -1.1018 2.8250 -3.4007 -0.16 -0.12 -0.08
H -2.6468 2.2734 -2.6988 0.10 0.04 -0.24
H -2.2460 1.8792 -4.3967 0.11 0.07 0.24
C 0.1428 0.1796 -4.2095 0.13 -0.15 0.24
H -0.3406 0.3864 -5.1738 0.19 -0.05 0.20
H 0.4660 -0.8671 -4.1832 0.05 0.19 -0.13
H 1.0201 0.8266 -4.0927 -0.14 -0.15 -0.19
P 2.8009 -2.1870 0.2947 0.54 0.21 0.83
C 2.7661 -3.9750 0.4105 -0.38 0.03 -0.01
H 3.8093 -4.3377 0.4320 -0.41 0.07 0.05
H 2.2433 -4.3558 -0.4827 0.28 -0.09 0.32
H 2.2244 -4.2573 1.3296 0.24 -0.07 -0.38
C 4.1626 -1.6802 -0.7942 -0.62 0.37 -0.56
H 5.0083 -2.3433 -0.5375 -0.32 0.16 -0.05
H 4.4665 -0.6328 -0.6179 -0.20 -0.54 -0.04
H 3.8952 -1.8239 -1.8533 0.23 -0.03 0.29
C 3.1008 -1.4052 1.8694 -0.11 -0.01 0.26
H 4.0806 -1.7802 2.2030 -0.21 0.17 0.13
H 2.3270 -1.7037 2.5863 0.29 0.04 -0.01
H 3.1370 -0.3065 1.7867 0.00 -0.58 0.05
Sn 0.5212 0.9930 -0.3415 -3.95 -3.88 -0.42
C -1.8525 0.4043 0.2688 -2.56 -1.82 -2.51
O -2.8459 -0.1462 -0.0166 2.72 1.77 1.77
C 1.0220 -1.7728 -0.2319 -2.45 -2.99 -2.71
O 0.7175 -2.0851 -1.3855 0.78 1.72 3.62
C 2.7026 1.8481 -1.2284 0.39 0.75 -0.17
C 2.8749 1.7820 0.1606 0.77 1.16 0.25
C 1.9693 2.4388 1.0203 1.35 0.89 0.30
C 0.9699 3.2805 0.4820 0.39 0.23 0.46
C 0.7784 3.3459 -0.9088 0.39 0.22 -0.45
C 1.6088 2.5708 -1.7649 0.72 0.94 -0.35
H 3.4185 1.3745 -1.8991 -0.24 0.01 0.06
H 3.7422 1.2678 0.5752 -0.29 0.13 -0.09
H 2.1065 2.3739 2.1078 -0.14 0.05 -0.48
H 0.3645 3.8851 1.1524 -0.03 -0.14 -0.11
H 0.0050 3.9891 -1.3266 0.08 -0.16 0.03
H 1.4426 2.5948 -2.8478 0.09 0.03 0.44
N -6.4443 -8.6792 0.9340 1.79 2.17 0.19
C -5.6958 -7.7826 1.0302 -1.72 -2.13 -0.01
C -4.7691 -6.6937 1.1581 0.21 0.49 -0.37
C -4.2013 -6.1534 -0.0088 0.54 0.50 -0.11
C -3.2817 -5.0978 0.0832 -0.23 -0.22 0.26
C -2.9587 -4.5732 1.3492 -1.14 -1.12 -0.49
C -3.5632 -5.0700 2.5008 -0.03 -0.19 -0.16
C -4.4569 -6.1378 2.4023 0.03 0.04 0.07
N -1.9843 -3.5509 1.4547 1.96 2.04 -0.61
C -1.5837 -2.8414 2.5999 -0.26 -0.67 -0.72
C -0.5475 -2.0428 2.2571 0.39 0.40 0.21
N -0.3031 -2.2250 0.9059 1.84 0.81 -1.28
C -1.1956 -3.1006 0.4435 -0.74 -0.88 0.39
H -4.4666 -6.5576 -0.9927 0.11 0.15 0.50
H -2.8278 -4.6885 -0.8275 -0.35 -0.32 0.35
H -3.3317 -4.6443 3.4722 -0.12 -0.24 -0.06
H -4.9196 -6.5572 3.2935 0.13 0.17 -0.14
H -2.0671 -2.9983 3.5417 -0.02 0.08 0.23
H 0.0008 -1.3283 2.8602 -0.12 -0.26 -0.10
H -1.2773 -3.4000 -0.5912 0.14 -0.10 0.20
```
Forces are in eV/Å.

Here are the Mulliken charges for atoms 1 to 2, given in e: atom 1 (P): 0.7115, atom 2 (C): -1.2066


Computed, not measured: a 10-piece molecular cluster, C38H98N6O10 overall, with ωB97M-V/def2-TZVPD.

The value obtained for the LUMO energy is 0.39 eV. The gap between HOMO and LUMO is 8.86 eV. The energy above the lowest of the compared OMol25 structures with the same formula, charge and spin comes out at 36.3 kcal/mol. The calculation puts the HOMO energy at -8.4708 eV.

Geometry as XYZ:
```
152
Properties=species:S:1:pos:R:3:forces:R:3
C 2.0657 -5.2410 -3.4561 -1.10 -0.19 0.17
O 0.8602 -5.8638 -2.9555 0.27 0.37 0.14
H 2.5067 -4.7833 -2.5646 0.28 0.03 -0.62
H 2.6851 -6.0035 -3.9104 0.53 -0.03 0.13
H 1.8047 -4.5134 -4.2404 0.22 0.06 0.43
H 0.6276 -6.5746 -3.5458 -0.20 -0.28 -0.24
C 3.5824 0.1440 6.3153 0.85 1.01 -2.31
O 4.7309 0.5560 7.0268 0.32 -0.24 0.27
H 3.8056 -0.4009 5.3514 0.14 0.05 1.02
H 2.8919 -0.4489 6.8931 -0.48 0.19 0.27
H 3.2498 1.1227 5.8994 -0.83 -0.82 0.70
H 5.3217 -0.1811 7.1866 0.00 -0.20 0.02
C 5.4994 -3.9574 2.9819 0.46 -2.72 0.01
O 5.4749 -3.8584 1.5825 -0.59 1.43 -0.81
H 5.4782 -5.0718 3.0477 -0.24 0.55 1.34
H 6.4857 -3.6830 3.3594 -0.16 0.46 -0.09
H 4.6895 -3.5193 3.5968 0.20 0.13 -0.63
H 4.7325 -4.4154 1.2631 0.44 0.02 0.21
C 4.4159 -6.6427 -0.2404 -1.16 0.23 0.79
O 3.8286 -5.9953 0.8980 0.31 0.45 0.32
H 4.3730 -7.7239 -0.0582 0.38 0.18 -0.41
H 3.8095 -6.3572 -1.0766 -0.38 -0.32 -0.89
H 5.4059 -6.2576 -0.4661 0.25 -0.13 0.52
H 2.8464 -5.8919 0.7861 0.55 -0.46 -0.40
C 1.0289 1.1224 -5.0309 -0.56 -0.59 0.62
C 1.7127 2.3938 -4.5373 0.90 1.17 -1.31
C 3.2252 2.1942 -4.2366 -0.36 -2.29 -1.09
O 3.2468 0.9286 -3.5278 0.34 0.32 0.65
C 4.4982 0.3814 -3.1278 0.47 -0.35 0.08
N 1.6577 3.4073 -5.6805 -0.13 -0.90 1.02
H 1.6136 0.6246 -5.7996 0.23 -0.08 0.04
H 0.0798 1.3768 -5.4999 -0.12 0.25 -0.05
H 0.7355 0.3781 -4.2398 0.72 0.82 -0.60
H 1.2350 2.7773 -3.6455 -0.32 0.05 0.33
H 3.7700 2.9650 -3.6888 -0.37 0.17 0.14
H 3.7253 2.0162 -5.2220 -0.23 0.38 0.61
H 4.8930 -0.3534 -3.8626 -0.42 0.36 0.21
H 4.3914 -0.1205 -2.1457 -0.25 0.22 -0.56
H 5.2838 1.1278 -2.9933 -0.14 0.32 -0.08
H 0.6938 3.5239 -5.9859 0.15 -0.05 0.14
H 1.9605 4.3086 -5.3357 0.04 0.14 0.00
C 0.2491 -5.1604 2.3588 -0.12 -1.77 0.69
C -0.0176 -6.0693 1.1797 1.25 -0.36 -0.11
C -1.3553 -5.9388 0.4831 -0.60 0.60 -0.21
O -2.4485 -6.1170 1.3731 0.83 0.80 0.42
C -3.6928 -6.2142 0.7066 0.83 -0.73 0.57
N 1.0967 -5.7254 0.2476 -0.80 0.46 -0.52
H 0.1162 -4.1245 2.1524 0.05 0.90 -0.35
H 1.2865 -5.4109 2.6862 -0.80 0.53 0.06
H -0.4789 -5.4529 3.1022 0.04 0.20 0.68
H 0.1324 -7.1114 1.5405 -0.17 0.50 -0.36
H -1.4481 -6.6987 -0.3222 0.24 0.35 0.12
H -1.3723 -4.9122 0.0211 -0.23 -0.69 0.17
H -3.5087 -7.0422 0.0403 -0.85 -0.43 -0.75
H -3.9733 -5.3210 0.1563 -0.04 0.24 0.03
H -4.4227 -6.4833 1.4762 -0.02 0.20 -0.35
H 1.1200 -4.6987 0.2620 0.16 -0.28 0.02
H 0.8193 -5.9034 -0.7189 0.24 -0.41 -0.07
C -2.9047 -2.6557 1.3320 -0.04 -0.32 -0.15
C -4.1443 -1.7939 1.3778 0.19 0.69 -0.41
C -4.0874 -0.6246 0.3738 0.28 -0.26 1.29
O -3.0050 0.2029 0.7201 0.03 0.19 0.59
C -3.1047 1.4591 0.1213 0.84 0.57 -0.74
N -5.2211 -2.6826 1.0419 -1.80 -0.43 0.10
H -1.9548 -2.1519 1.5252 -0.27 0.08 0.03
H -2.8928 -3.0561 0.2989 0.36 -0.17 0.45
H -3.0912 -3.4620 2.0593 0.47 0.07 -0.44
H -4.2849 -1.4190 2.4041 -0.10 0.08 -0.36
H -5.0217 -0.0513 0.4253 -0.06 -0.09 -0.14
H -3.9442 -1.0218 -0.6274 -0.16 -0.15 -0.42
H -2.8503 1.3643 -0.9429 -0.12 0.23 -0.10
H -2.4060 2.1826 0.5629 0.00 -0.56 0.06
H -4.0892 1.9031 0.2048 -0.52 -0.04 0.09
H -6.1689 -2.2813 1.1333 0.92 -0.21 -0.17
H -5.1241 -3.0970 0.1151 -0.01 0.28 0.27
C -4.8823 1.7210 -3.6294 0.98 0.86 0.37
C -4.7178 0.5877 -4.5559 0.28 -3.83 0.40
C -3.7713 -0.5038 -3.8645 -1.83 0.05 0.64
O -2.5693 0.0844 -3.6074 2.44 0.33 0.06
C -1.6176 -0.7162 -2.8654 -0.59 0.35 -0.94
N -5.9876 -0.1510 -4.6802 0.22 -0.18 -0.03
H -5.6776 2.4089 -3.9238 0.03 -0.07 0.19
H -3.9207 2.2403 -3.5926 -0.19 0.36 -0.06
H -4.9954 1.3142 -2.6239 -0.58 0.18 0.03
H -4.2290 0.7740 -5.5096 -0.11 0.64 -0.22
H -3.7118 -1.4705 -4.4100 0.16 0.53 -0.39
H -4.2361 -0.8022 -2.8891 -0.13 0.26 -0.48
H -2.1421 -1.0321 -1.9513 0.65 -0.23 -0.05
H -0.7193 -0.1208 -2.6938 -0.45 0.30 0.51
H -1.2178 -1.5457 -3.4799 -0.69 -0.13 0.28
H -5.8594 -1.0659 -5.1308 -0.36 0.87 0.02
H -6.7461 0.3985 -5.0684 0.21 -0.31 -0.21
C 0.5174 6.3523 0.3134 0.23 -1.74 -0.23
C -0.5655 5.9178 1.3376 -1.12 0.94 -1.79
C -0.0122 5.7385 2.7131 0.84 -0.77 0.44
C -1.0860 5.5380 3.7577 1.67 -0.98 0.48
C -1.8855 6.7671 3.8058 -2.16 0.20 -0.18
C -2.5908 7.1328 2.4786 1.11 -0.93 -0.88
N -1.5298 7.1071 1.4097 0.10 -0.69 0.88
O -1.9909 7.5947 0.1606 -0.06 -0.44 0.20
C -3.8292 6.2430 2.2682 -0.29 -1.48 0.39
C -3.0458 8.5305 2.6242 -1.32 1.24 0.57
C -1.2087 4.6001 0.7887 -0.52 0.72 -1.15
H 1.2350 5.5040 0.1895 -0.42 0.50 0.19
H 1.1249 7.2397 0.4714 -0.47 0.23 0.51
H -0.0026 6.4279 -0.6342 0.12 0.28 -0.31
H 0.6007 4.8146 2.7788 0.18 0.67 -0.52
H 0.5903 6.6339 2.9245 0.03 -0.35 0.22
H -0.5458 5.3638 4.7242 -0.68 0.06 -0.57
H -1.6112 4.5990 3.5017 -0.21 0.57 0.35
H -1.2867 7.6227 4.0586 0.45 0.29 0.38
H -2.7013 6.6583 4.5301 0.15 0.29 0.17
H -4.3518 6.4167 1.3192 0.05 0.21 0.24
H -3.6002 5.1556 2.2945 0.25 0.56 -0.23
H -4.5618 6.3095 3.1169 0.58 0.52 -0.79
H -3.7701 8.4501 3.4644 0.63 0.82 -0.07
H -2.2322 9.2582 2.7588 -0.23 -0.40 0.38
H -3.6457 8.9221 1.8088 0.00 -0.26 -0.44
H -1.5993 3.9155 1.5232 0.11 -0.12 0.49
H -0.5190 4.0766 0.1320 0.43 -0.25 0.31
H -2.0540 4.7626 0.0785 0.32 0.41 0.56
H -2.6980 7.0270 -0.2059 0.30 -0.12 0.41
C 2.2937 -2.3169 -1.2786 -0.93 -0.51 -1.65
C 1.9582 -1.4967 -0.0750 -0.18 0.73 0.46
C 2.9118 -1.9413 0.9916 0.12 -1.42 1.14
C 2.9091 -1.0873 2.2736 0.04 0.48 -0.77
C 3.2500 0.3668 1.8831 -0.52 -0.81 0.03
C 2.3332 0.8690 0.7563 -0.90 1.20 1.16
N 2.3149 -0.0817 -0.3726 0.15 -0.22 0.34
O 1.4209 0.3884 -1.3727 0.33 0.28 -0.39
C 0.8697 1.2069 1.2974 0.54 -1.00 -0.93
C 2.9067 2.2351 0.3283 -0.75 0.17 0.28
C 0.4826 -1.7371 0.3638 0.35 0.05 0.09
H 1.9479 -3.3421 -1.0843 0.12 0.19 -0.20
H 3.3520 -2.3752 -1.5501 -0.04 0.28 0.29
H 1.7429 -1.9336 -2.1666 0.25 -0.38 0.44
H 2.6294 -2.9760 1.3135 0.05 0.50 -0.35
H 3.8846 -2.1017 0.4892 -0.06 0.60 0.85
H 3.6850 -1.4994 2.9114 -0.08 0.05 0.40
H 1.9134 -1.1300 2.7858 0.85 -0.09 -0.34
H 4.2744 0.3840 1.5065 0.11 0.06 0.08
H 3.1698 1.0586 2.7402 0.05 -0.24 -0.35
H 0.3899 0.3720 1.8140 0.27 0.18 0.23
H 0.8303 2.1023 1.9080 0.19 0.09 0.12
H 0.2631 1.3514 0.4010 -0.09 0.30 0.09
H 2.8704 2.9440 1.1818 0.16 -0.54 -0.30
H 3.9187 2.2035 -0.0535 0.24 -0.21 -0.14
H 2.2379 2.6613 -0.4080 -0.01 0.19 -0.46
H -0.1656 -0.9198 0.0650 -0.19 -0.13 -0.23
H 0.4187 -1.8279 1.4458 0.05 0.25 0.19
H 0.0832 -2.6951 0.0173 0.07 0.17 -0.43
H 2.0307 0.5968 -2.1134 -0.32 0.01 0.14
```
Forces are in eV/Å.

Here are the Mulliken charges for atoms 1 to 2, given in e: atom 1 (C): -0.1588, atom 2 (O): -0.5145


Computed, not measured: C33H24N5O12PPd as an isolated structure, with ωB97M-V/def2-TZVPD.

Its spin multiplicity is 3. The value obtained for the LUMO energy (alpha / beta) is -0.98 / -2.39 eV. The expectation value of S² is 2.006. The gap between HOMO and LUMO (alpha / beta) is 7.99 / 6.56 eV. The calculation puts the HOMO energy (alpha / beta) at -8.9645 / -8.9533 eV.

Geometry as XYZ:
```
76
Properties=species:S:1:pos:R:3:forces:R:3
Pd 1.6739 1.1260 0.0904 0.53 0.18 -0.38
O -0.2881 0.8931 -0.8544 0.17 -0.18 0.09
P -1.3655 -0.1736 -0.8918 -0.04 0.07 0.03
C -2.4171 0.1050 -2.3201 -0.01 0.02 0.06
C -1.9821 0.9389 -3.3443 -0.02 -0.04 0.01
C -2.8065 1.1660 -4.4378 -0.01 0.01 -0.02
C -4.0546 0.5656 -4.5046 0.00 0.01 0.00
C -4.4893 -0.2671 -3.4803 0.00 -0.02 0.03
C -3.6745 -0.4948 -2.3846 0.04 -0.01 -0.05
C -2.4477 -0.0282 0.5447 0.15 0.02 0.00
C -2.8117 1.2695 0.9101 -0.03 -0.03 -0.02
C -3.6484 1.4777 1.9933 -0.09 -0.01 -0.07
C -4.1203 0.3916 2.7213 -0.02 0.01 -0.01
C -3.7697 -0.8991 2.3558 -0.03 0.01 0.02
C -2.9371 -1.1133 1.2655 -0.01 0.02 -0.04
C -0.7770 -1.8657 -0.9562 -0.05 0.10 0.04
C -0.9070 -2.6264 -2.1162 0.06 0.05 -0.04
C -0.4244 -3.9259 -2.1461 -0.01 -0.04 0.01
C 0.1659 -4.4723 -1.0152 0.02 0.01 -0.03
C 0.2940 -3.7184 0.1446 0.08 0.05 0.00
C -0.1650 -2.4132 0.1718 0.04 0.00 0.00
H -1.0079 1.4017 -3.2799 0.06 0.03 0.00
H -2.4731 1.8151 -5.2365 0.01 0.00 0.00
H -4.6980 0.7505 -5.3550 0.01 -0.01 -0.01
H -5.4646 -0.7324 -3.5338 0.00 0.00 0.00
H -4.0117 -1.1376 -1.5796 -0.03 0.01 0.00
H -2.4302 2.1079 0.3385 0.00 0.03 0.03
H -3.9285 2.4820 2.2822 0.02 0.01 0.02
H -4.7608 0.5582 3.5774 0.00 0.00 0.00
H -4.1441 -1.7426 2.9204 0.01 -0.01 0.00
H -2.6691 -2.1220 0.9797 0.00 -0.01 0.02
H -1.3737 -2.1992 -2.9949 0.00 -0.02 0.00
H -0.5134 -4.5145 -3.0494 0.00 0.01 0.00
H 0.5388 -5.4876 -1.0396 0.01 -0.01 0.01
H 0.7718 -4.1377 1.0187 0.04 -0.02 0.03
H -0.0355 -1.8172 1.0680 0.00 -0.02 0.00
O 4.8799 -2.4442 -5.7919 -0.01 0.02 -0.03
N 4.9467 -3.0624 -4.7456 0.01 -0.01 -0.06
O 5.5364 -4.1140 -4.6005 0.02 -0.04 0.02
C 4.2684 -2.5003 -3.5894 -0.09 0.11 0.15
C 4.3384 -3.1446 -2.3650 0.07 -0.08 -0.02
C 3.7244 -2.6029 -1.2641 0.08 0.16 -0.14
C 2.9923 -1.3662 -1.2986 -0.05 0.01 -0.06
O 2.3713 -0.9070 -0.3058 -0.16 0.21 0.19
C 2.9516 -0.7887 -2.6177 0.01 -0.13 0.29
C 3.5478 -1.3289 -3.7265 -0.04 -0.04 -0.22
N 2.1937 0.4318 -2.8061 0.10 0.05 -0.09
O 2.4494 1.3908 -2.0627 -0.29 -0.11 0.00
O 1.3831 0.4827 -3.6975 0.06 0.07 -0.04
N 3.8165 -3.3664 -0.0204 -0.47 -0.13 0.09
O 3.7078 -2.7807 1.0311 0.16 0.08 0.03
O 3.9455 -4.5763 -0.1287 0.13 -0.06 -0.04
H 4.8805 -4.0749 -2.2777 -0.03 -0.01 0.03
H 3.4633 -0.8530 -4.6939 0.00 0.01 0.02
C 0.1467 5.2743 1.5837 -0.03 0.07 -0.01
C 0.7704 4.1943 0.8396 0.09 -0.03 -0.01
N 1.2654 3.3363 0.2666 -0.22 -0.18 0.16
H 0.8841 6.0439 1.8036 0.01 0.00 0.00
H -0.2544 4.8821 2.5179 0.02 -0.04 0.00
H -0.6623 5.7038 0.9955 0.00 0.01 0.01
O 4.0535 1.2927 3.6495 0.03 0.07 -0.05
C 3.0507 1.4005 2.9731 -0.10 -0.02 0.27
O 2.9844 1.3045 1.6939 -0.25 -0.26 -0.25
C 1.7370 1.7376 3.6824 0.08 0.01 -0.10
C 0.4884 1.5148 3.1137 0.00 -0.02 0.05
C -0.6652 1.9432 3.7456 -0.10 0.02 0.04
C -0.5508 2.5827 4.9676 0.18 -0.09 -0.13
C 0.6735 2.7677 5.5870 -0.06 0.04 0.10
C 1.8175 2.3409 4.9337 -0.06 0.01 -0.02
N -1.7702 3.0809 5.6156 0.02 0.05 0.07
O -2.7828 3.1373 4.9417 -0.10 -0.04 -0.06
O -1.6978 3.4225 6.7765 0.00 0.01 0.03
H 0.3969 0.9798 2.1735 -0.02 0.06 0.03
H -1.6409 1.7888 3.3098 0.07 -0.03 0.04
H 0.7143 3.2459 6.5549 0.02 0.01 -0.01
H 2.7962 2.4705 5.3735 0.01 0.01 0.00
```
Forces are in eV/Å.

Here are the Mulliken charges for atoms 1 to 2, given in e: atom 1 (Pd): 1.2121, atom 2 (O): -0.5029


no.,F_max (eV Å⁻¹),calculated total energy (eV)
1,5.55,-70866.882
2,3.86,-70403.620
3,0.68,-79388.915